The following is a DFT calculation (the ωB97M-V functional and the def2-TZVPD basis) of 2 unconnected molecules or ions with the total composition C7H14O in a non-equilibrium geometry.

SMILES string: C=C/C=C/CCC.O
Frontier orbital gap in eV: 10.38
Relative energy (zero: lowest compared OMol25 entry of this formula, charge and spin) in eV: 3.508

Positions of all 22 atoms, in Å:
C1 1.27498 -1.04416 -1.93913
H1 2.08941 -1.40612 0.08689
H2 -1.02752 2.92400 -0.03968
H3 -1.92521 3.06728 1.50634
H4 -0.71525 1.35605 2.75568
H5 -0.32683 0.13054 -0.44039
H6 0.39588 -2.76164 -2.73627
O1 -3.24024 -0.51750 0.95727
H7 0.30571 -2.86440 -1.00231
H8 0.19495 -0.66045 -2.26264
H9 2.60158 0.19367 -0.88488
H10 -2.57436 -0.00258 0.70709
H11 1.94862 -3.05374 -1.86608
H12 -3.41086 0.02372 1.82043
H13 1.66301 1.24244 1.60896
C2 -1.10239 2.54601 1.00937
H14 2.06020 -0.93398 -2.77333
C3 0.65084 0.19211 0.00660
C4 -0.36709 1.65086 1.66198
C5 1.83338 -0.57358 -0.68557
C6 0.83598 0.94488 1.06023
C7 0.98140 -2.56859 -1.80313


The following is a DFT calculation (the ωB97M-V functional and the def2-TZVPD basis) of a molecular structure, C4H5O4Pr in a non-equilibrium geometry.

2S+1: 4
Frontier orbital gap (alpha / beta) in eV: 6.40 / 7.25
Relative energy (zero: lowest compared OMol25 entry of this formula, charge and spin) in eV: 0.068
Total charge: +1

Positions of all 14 atoms, in Å:
H1 -1.75474 0.52070 1.18701
O1 0.18645 1.06462 0.68887
H2 0.67966 -0.40235 2.14772
Pr1 0.79948 1.57127 -1.72796
C1 -0.89381 -1.71751 -2.52130
C2 1.62624 -0.70184 0.20807
H3 -1.44545 2.26590 0.89344
O2 1.65720 -0.31852 -1.05796
H4 2.15099 -1.62302 0.49259
O3 -1.27186 -0.65220 -2.22168
C3 -1.04650 1.34787 1.33778
O4 -0.66007 -2.76363 -2.95843
H5 -0.87476 1.49718 2.41271
C4 0.84718 -0.08846 1.11914


The following is a DFT calculation (the ωB97M-V functional and the def2-TZVPD basis) of 3 unconnected molecules or ions with the total composition C4H15NO3 in a non-equilibrium geometry.

SMILES string: C[C@H](O)[C@@H](C)N.O.O
Frontier orbital gap in eV: 9.72
Relative energy (zero: lowest compared OMol25 entry of this formula, charge and spin) in eV: 1.902

Positions of all 23 atoms, in Å:
H1 0.43936 -1.71537 -0.14169
H2 -0.65878 1.15178 1.97712
H3 -2.77026 2.18029 -1.63036
O1 -2.78573 0.60364 0.85711
O2 3.00729 -2.58631 0.62138
O3 2.77484 -0.70307 -1.43934
H4 1.04124 0.46249 1.60366
H5 3.46440 -1.17260 -1.05892
H6 0.08009 0.38559 -1.00151
H7 3.04119 -3.42197 0.20221
N1 -0.43782 -1.37560 -0.13224
H8 -2.73157 1.47344 1.34019
C1 -0.48862 0.19219 -0.05909
H9 -1.67531 2.83255 -0.52738
H10 -0.81073 -1.84207 0.61558
H11 1.93122 -0.96525 -0.95003
H12 3.25713 -2.74929 1.57829
H13 -2.52313 -0.10827 -0.86223
H14 -0.94349 1.91887 -1.78562
C2 0.14356 0.98509 1.18981
C3 -1.86676 1.89593 -1.05970
C4 -1.96719 0.59212 -0.28249
H15 0.47907 1.96580 0.94524


The following is a DFT calculation (the ωB97M-V functional and the def2-TZVPD basis) of a molecular structure, C33H22BrF4N8PSSeV in a non-equilibrium geometry.

2S+1: 4
Frontier orbital gap (alpha / beta) in eV: 7.51 / 7.83
Relative energy (zero: lowest compared OMol25 entry of this formula, charge and spin) in eV: 0.000
Total charge: +2

Positions of all 72 atoms, in Å:
C1 3.75784 -3.22677 -5.22322
N1 0.92834 -3.05513 -3.99280
C2 -3.22636 -0.44829 4.84855
C3 2.01953 1.26865 0.54017
H1 -4.08452 1.21525 0.63897
C4 2.37957 3.46465 -1.28151
S1 0.95526 -3.45871 -0.71397
H2 1.21526 -3.03014 -4.95048
C5 -3.19798 -1.88159 -0.27882
C6 -1.18712 1.52876 1.10499
H3 2.40260 -0.76374 3.12269
H4 -0.60450 1.75738 3.17079
H5 3.00638 1.33917 4.14403
H6 3.01533 -3.68125 -5.86953
N2 4.26852 -3.48670 -2.78906
H7 -6.54524 -1.81604 -1.16614
C7 2.86187 2.54848 2.35707
P1 -1.49170 -0.25442 1.07625
H8 0.52232 0.52327 -4.37610
F1 -3.18661 -2.07798 6.52411
C8 2.19722 -3.34958 -1.94083
C9 -0.98701 3.54151 -0.21765
C10 3.42645 -3.45977 -3.78132
C11 -5.56078 -1.55938 -0.71001
C12 0.66368 -0.24021 -2.38937
N3 2.10773 -3.34549 -3.25611
H9 4.79203 -3.52907 -5.39241
H10 0.24182 4.00910 2.91254
F2 -3.47212 0.95177 3.08688
H11 -1.75945 1.62695 -0.92962
C13 -0.25460 3.53525 2.07266
C14 -2.78953 -0.07286 3.59254
C15 -4.19194 0.24303 0.25979
N4 2.68512 4.50107 -2.03245
C16 -1.91315 -2.42681 4.54197
H12 0.36325 -3.92095 -3.94367
F3 -1.51460 -3.56595 5.10543
H13 -4.53335 -3.34485 -1.19646
H14 -1.07318 4.07741 -1.15848
C17 1.77172 2.16270 -1.74287
C18 -3.02496 -0.60256 0.21108
C19 -5.41251 -0.27982 -0.19086
C20 -1.37747 2.22730 -0.10120
N5 3.48750 -3.50022 -1.67115
V1 0.73468 -1.33936 0.51226
N6 1.92507 0.14628 1.31539
C21 2.52813 2.45005 0.99294
N7 1.09691 -0.06998 -1.14093
C22 -1.92871 -0.76361 2.77558
H15 0.14514 -1.16634 -2.67964
C23 2.39097 0.16415 2.53269
C24 -4.46137 -2.35319 -0.74866
H16 -6.33158 0.32888 -0.06291
C25 2.69990 3.59280 0.09723
C26 0.82322 0.73351 -3.38167
C27 -0.66608 2.21520 2.22219
Br1 -0.16907 -3.04328 2.42512
H17 -0.11954 5.22869 0.88291
C28 -0.40514 4.18640 0.88604
H18 3.90717 -3.57760 -0.75607
Se1 3.44790 5.69370 -1.01325
C29 1.62338 1.12681 -0.81978
N8 3.25634 4.72334 0.50382
F4 -4.14273 0.26909 5.45849
C30 1.33689 1.96026 -3.04886
C31 -2.77709 -1.66748 5.31019
C32 -1.49053 -1.93867 3.29784
H19 -2.39708 -2.57388 -0.29534
C33 2.79976 1.41163 3.11015
H20 3.77303 -2.13471 -5.37710
H21 3.27931 3.46101 2.76207
H22 1.44042 2.79288 -3.77514


Question: Which of these has the highest relative energy (zero: lowest compared OMol25 entry of this formula, charge and spin)?
Answer: C7H14O


Question: Which of these has the highest relative energy (zero: lowest compared OMol25 entry of this formula, charge and spin)?
Answer: C7H14O